Entry 1:
Molecular formula: C10H18N4O5
Method: DFT, ωB97M-V/def2-TZVPD

Summary:
Energy above the lowest of the compared OMol25 structures with the same formula, charge and spin = 245.8 kJ/mol
SMILES = CNC(=O)[C@@H](CC(N)=O)NC(=O)[C@@H](CO)NC(C)=O

```
37
Properties=species:S:1:pos:R:3:forces:R:3
C 0.314 -0.969 3.850 0.45 -0.28 -1.02
N -0.367 -1.229 2.532 -0.47 0.23 2.00
C -1.693 -0.927 2.439 1.51 1.84 -2.32
O -2.363 -0.393 3.289 -0.46 -0.43 1.12
C -2.237 -0.888 0.955 0.65 -0.71 -1.28
C -3.374 0.076 0.681 0.19 0.42 2.74
C -4.205 -0.086 -0.510 0.39 -0.71 -1.74
N -5.456 -0.537 -0.306 0.73 1.36 -0.79
O -3.801 0.127 -1.641 0.20 0.45 -0.04
N -1.161 -0.502 -0.060 -3.37 -0.99 2.37
C -0.153 -1.238 -0.355 1.79 -0.28 -0.49
O 0.003 -2.368 0.005 0.17 -3.02 0.79
C 0.883 -0.655 -1.234 0.59 2.66 -1.09
C 0.290 -0.547 -2.635 0.73 -1.63 -0.54
O 1.340 -0.241 -3.638 -2.61 2.28 2.06
N 1.251 0.724 -0.964 0.56 2.15 1.12
C 1.630 1.285 0.260 0.51 -2.87 1.25
C 2.108 2.650 0.356 -0.05 1.79 -0.45
O 1.569 0.698 1.340 -0.65 -0.97 -1.10
H 1.400 -1.065 3.666 -0.52 -0.14 -0.05
H 0.211 0.112 4.175 -0.54 -1.53 -0.12
H 0.026 -1.792 4.558 0.07 1.33 -0.20
H 0.167 -1.667 1.781 -0.54 0.16 0.43
H -2.650 -1.887 0.775 0.68 -0.15 -0.52
H -3.999 0.200 1.563 -0.14 -0.62 0.26
H -2.929 1.028 0.684 0.59 1.57 -0.53
H -5.979 -0.674 -1.124 -0.83 -0.44 -0.94
H -5.631 -1.034 0.494 -0.87 -1.19 2.11
H -1.065 0.422 -0.322 -0.37 2.33 -0.36
H 1.777 -1.238 -1.193 0.29 -0.89 -0.08
H -0.593 0.119 -2.612 0.85 0.11 -0.53
H -0.094 -1.558 -2.781 -0.18 0.00 -0.74
H 1.642 -1.067 -3.902 0.98 -2.19 -0.87
H 1.505 1.268 -1.796 -0.16 -0.41 0.59
H 2.809 2.906 -0.469 -0.49 0.27 0.70
H 2.451 2.883 1.407 -0.10 -0.47 -1.53
H 1.128 3.133 0.237 0.45 1.01 -0.24
```
Positions in Å, forces in eV/Å.


Entry 2:
Molecular formula: C19H34Br30InNOP
Method: DFT, ωB97M-V/def2-TZVPD

Summary:
Charge = -1

```
87
Properties=species:S:1:pos:R:3:forces:R:3
C -1.070 3.273 4.371 -0.15 -0.18 -0.46
C -2.576 2.865 4.212 0.35 0.10 0.07
C -3.248 3.410 2.926 0.68 0.62 -0.08
C -2.580 2.887 1.612 -0.43 -0.43 0.34
N -3.088 1.578 1.174 0.69 -0.11 -0.06
In -1.437 0.531 0.229 -0.72 -0.70 0.24
C -1.023 -1.275 1.541 -0.01 0.98 0.76
C -1.910 -1.180 2.835 0.74 -0.61 -0.76
C 0.478 -1.421 1.927 -0.67 -0.82 -0.69
C 1.387 -1.718 0.685 -0.46 0.38 0.90
P 0.641 1.968 -0.048 0.47 -0.26 -0.26
C 0.237 3.598 -0.882 0.62 0.34 0.63
O 1.184 2.473 1.517 -0.65 0.78 -0.67
H -0.467 2.354 4.475 -0.04 0.53 0.16
H -0.677 3.785 3.474 -0.21 -0.20 0.32
H -0.897 3.951 5.223 -0.09 -0.38 -0.19
H -3.108 3.242 5.107 0.00 -0.30 -0.44
H -2.619 1.762 4.224 -0.24 0.41 -0.06
H -3.088 4.514 2.933 -0.30 -0.41 0.11
H -4.337 3.217 2.953 0.45 0.02 -0.18
H -1.506 2.762 1.849 -0.35 0.29 -0.18
H -2.628 3.639 0.790 -0.05 -0.06 0.51
H -3.837 1.678 0.497 0.44 0.19 0.41
H -1.948 -0.115 -1.361 -0.02 0.22 0.21
H -1.383 -2.171 0.995 0.46 0.31 0.10
H -2.960 -1.021 2.542 0.35 0.09 0.42
H -1.799 -2.146 3.373 -0.27 0.39 0.01
H -1.556 -0.389 3.518 -0.31 -0.11 -0.32
H 0.837 -0.535 2.490 -0.17 -0.32 -0.24
H 0.548 -2.294 2.617 0.19 0.44 -0.22
H 0.815 -2.354 -0.009 0.43 0.00 0.24
H 1.654 -0.795 0.142 -0.04 -0.33 0.22
H 2.294 -2.217 1.068 -0.17 0.08 -0.57
H 1.173 3.973 -1.343 -0.46 -0.10 0.13
H -0.514 3.479 -1.682 0.19 -0.09 0.44
H -0.082 4.366 -0.148 -0.14 -0.43 -0.39
H 1.548 1.725 1.983 0.17 -0.41 0.00
C 3.759 2.843 -3.814 -0.10 0.04 0.21
Br 4.098 2.409 -1.964 -0.12 0.19 -0.22
Br 1.878 2.735 -4.245 0.49 0.09 0.07
Br 4.518 4.558 -4.304 -0.06 -0.14 0.02
H 4.262 2.095 -4.410 0.00 0.06 0.02
C -5.628 7.018 1.702 0.06 -0.18 -0.08
Br -5.215 5.402 0.728 -0.08 0.29 0.13
Br -6.006 6.655 3.565 0.08 0.04 -0.20
Br -4.238 8.351 1.502 -0.14 -0.15 0.05
H -6.529 7.432 1.270 0.06 0.01 0.06
C -0.817 -0.630 -5.328 0.05 0.27 0.22
Br -0.683 0.507 -3.772 -0.21 -0.42 -0.47
Br -2.480 -0.348 -6.280 0.20 -0.03 0.02
Br 0.720 -0.455 -6.500 -0.15 -0.04 0.06
H -0.826 -1.652 -4.971 0.00 0.05 -0.07
C 0.882 -4.207 5.809 -0.01 0.11 -0.10
Br 1.977 -5.575 4.989 -0.11 0.21 0.01
Br 1.520 -2.431 5.389 -0.08 -0.28 0.14
Br -0.987 -4.425 5.367 0.27 0.01 0.05
H 0.972 -4.331 6.879 0.01 -0.01 -0.06
C -2.089 -3.905 -9.171 0.04 0.11 0.04
Br -1.747 -4.342 -7.317 -0.06 0.10 -0.24
Br -3.976 -3.997 -9.592 0.22 0.03 0.08
Br -1.329 -2.196 -9.662 -0.13 -0.25 0.09
H -1.593 -4.657 -9.770 -0.05 0.04 0.04
C 5.129 -1.003 -5.612 -0.01 -0.02 0.15
Br 4.406 0.530 -6.542 0.18 -0.20 -0.04
Br 6.904 -1.448 -6.243 -0.19 0.09 0.06
Br 5.084 -0.763 -3.693 0.00 0.02 -0.38
H 4.489 -1.845 -5.843 0.03 0.07 -0.01
C 6.474 1.944 -10.140 -0.02 -0.03 0.10
Br 7.548 2.669 -8.704 -0.17 -0.13 -0.16
Br 6.622 0.018 -10.242 -0.03 0.24 0.05
Br 4.631 2.512 -10.007 0.22 -0.08 0.01
H 6.866 2.344 -11.066 -0.03 -0.03 0.06
C 3.104 -4.491 10.073 0.06 0.05 -0.06
Br 4.206 -5.839 9.229 -0.19 0.17 0.05
Br 3.713 -2.704 9.658 -0.12 -0.28 0.01
Br 1.231 -4.729 9.649 0.22 0.01 0.04
H 3.204 -4.623 11.143 -0.02 0.00 -0.07
C -5.359 2.419 -2.620 -0.03 -0.07 0.00
Br -4.945 0.811 -3.612 0.00 0.25 0.19
Br -5.745 2.045 -0.761 -0.28 0.09 -0.52
Br -3.972 3.755 -2.805 -0.12 -0.22 0.08
H -6.260 2.832 -3.052 0.08 0.00 0.02
C 1.941 -9.859 5.479 -0.06 0.08 0.00
Br 2.069 -8.727 7.041 0.01 -0.19 -0.13
Br 0.264 -9.606 4.550 0.25 0.01 0.12
Br 3.457 -9.621 4.301 -0.20 0.02 0.14
H 1.964 -10.884 5.825 0.01 0.07 -0.03
```
Positions in Å, forces in eV/Å.


Entry 3:
Molecular formula: C3H5P
Method: DFT, ωB97M-V/def2-TZVPD

Summary:
Energy above the lowest of the compared OMol25 structures with the same formula, charge and spin = 383.4 kJ/mol
SMILES = C=P#CC

```
9
Properties=species:S:1:pos:R:3:forces:R:3
C -2.927 0.171 0.120 2.31 1.07 -1.02
P -0.911 0.021 -0.122 1.89 -1.02 0.06
C 0.659 -0.354 -0.097 -3.48 1.17 0.29
C 2.043 0.119 0.067 0.90 -1.76 1.14
H -3.024 -0.739 0.634 -0.30 -1.58 1.33
H -3.177 -0.103 -0.907 -0.13 0.25 -0.46
H 2.198 0.607 1.016 -0.21 0.19 0.44
H 2.201 0.823 -0.664 0.33 1.97 -1.81
H 2.940 -0.545 -0.047 -1.30 -0.28 0.03
```
Positions in Å, forces in eV/Å.


Entry 4:
Molecular formula: C16H21BFMnN4
Method: DFT, ωB97M-V/def2-TZVPD

Summary:
Energy above the lowest of the compared OMol25 structures with the same formula, charge and spin = 12.9 kJ/mol
Charge = -1
Multiplicity = 2

```
44
Properties=species:S:1:pos:R:3:forces:R:3
Mn 0.153 0.278 0.403 -0.45 -0.11 0.22
B -1.105 -2.607 2.135 0.12 0.00 -0.03
N -0.850 -1.272 2.908 -0.18 0.00 0.15
C -0.981 -1.174 4.235 -0.03 0.04 0.01
C -0.566 0.084 4.639 -0.01 -0.01 -0.08
C -0.193 0.706 3.450 0.02 0.01 0.02
N -0.362 -0.119 2.415 0.16 -0.06 -0.16
N -1.385 -2.384 0.619 -0.10 -0.01 -0.01
C -1.994 -3.300 -0.147 -0.07 0.00 -0.03
C -1.964 -2.877 -1.464 0.04 0.04 0.05
C -1.297 -1.652 -1.407 -0.04 0.00 -0.01
N -0.952 -1.369 -0.152 0.42 0.16 0.00
H -2.100 -3.106 2.613 0.02 -0.06 0.03
H -0.143 -3.336 2.274 0.05 0.07 -0.05
H -1.362 -2.007 4.802 0.00 0.00 0.00
H -0.550 0.486 5.637 -0.01 0.01 0.00
H 0.179 1.703 3.276 0.00 0.01 0.00
H -2.408 -4.188 0.301 -0.01 0.01 0.01
H -2.372 -3.374 -2.326 0.00 0.00 0.00
H -1.060 -0.948 -2.188 0.00 0.00 0.00
F -2.834 4.641 -2.866 -0.01 0.00 0.00
C -2.155 3.678 -2.168 0.02 0.06 -0.03
C -2.848 2.596 -1.675 0.02 -0.06 0.04
C -2.138 1.625 -0.970 -0.02 0.10 0.00
C -0.753 1.694 -0.736 0.24 -0.13 0.03
C -0.121 2.828 -1.274 -0.02 -0.01 -0.04
C -0.797 3.819 -1.982 -0.02 -0.02 0.01
H -3.916 2.517 -1.841 0.00 0.01 -0.01
H -2.702 0.779 -0.585 0.00 -0.02 0.00
H 0.951 2.946 -1.149 0.01 -0.02 0.01
H -0.284 4.684 -2.388 -0.01 0.01 -0.01
C 4.498 -0.342 -0.261 -0.03 -0.01 0.01
C 3.106 -0.491 0.361 -0.03 -0.03 0.00
C 2.625 -1.935 0.218 -0.04 -0.01 0.03
C 2.084 0.485 -0.229 -0.14 -0.01 -0.16
H 5.234 -1.014 0.196 -0.02 0.00 0.01
H 4.862 0.683 -0.157 0.00 0.01 0.00
H 4.454 -0.569 -1.330 0.00 0.00 -0.01
H 3.201 -0.278 1.435 0.01 -0.02 0.02
H 2.422 -2.159 -0.834 0.00 0.00 -0.01
H 1.696 -2.109 0.770 0.04 0.01 -0.03
H 3.368 -2.652 0.580 0.01 0.00 0.01
H 2.049 0.347 -1.324 0.09 0.03 0.00
H 2.448 1.516 -0.074 -0.06 0.01 0.01
```
Positions in Å, forces in eV/Å.


| no. | calculated total energy (eV) |
| --- | --- |
| 1 | -26860.064 |
| 2 | -2139525.625 |
| 3 | -12474.665 |
| 4 | -57607.089 |